One molecule with the formula C22H32N2O3S. Source: OMol25; level of theory: ωB97M-V with the def2-TZVPD basis set.

The calculation puts the orbital gap at 9.448 eV. The value obtained for the total energy is -43292.146 eV. The multiplicity is 1. The value obtained for the energy above the lowest of the compared OMol25 structures with the same formula, charge and spin is 39.6 kcal per mole. Its SMILES is O=C(NCCC1=CCCCC1)[C@H]1CC[C@@H](CNS(=O)(=O)c2ccccc2)CC1.

The geometry in XYZ format:
```
60
C22H32N2O3S | OMol25 | ωB97M-V with the def2-TZVPD basis set
O -1.37180 -2.30728 -2.14616
C -2.09150 -1.96914 -1.22654
N -2.81858 -0.83543 -1.25602
C -2.70171 0.15450 -2.30104
C -2.08940 1.46126 -1.77762
C -2.86082 2.00754 -0.60068
C -4.12527 2.39664 -0.70571
C -4.94457 2.93332 0.42935
C -4.07291 3.32094 1.62049
C -3.05558 2.21879 1.89297
C -2.11331 2.08668 0.70060
C -2.31293 -2.82454 0.02806
C -2.05659 -2.04388 1.32008
C -0.60721 -1.57574 1.36065
C 0.35700 -2.76058 1.31003
C 1.81076 -2.26140 1.29390
N 2.11916 -1.35750 0.20640
S 1.88097 0.28215 0.41366
O 1.67501 0.56119 1.80531
O 0.90765 0.75720 -0.53428
C 3.48862 0.88505 -0.07615
C 3.71332 1.22930 -1.39396
C 4.97641 1.65152 -1.77568
C 5.99368 1.72030 -0.83663
C 5.75492 1.37353 0.48440
C 4.49308 0.95103 0.86854
C 0.06995 -3.64695 0.09596
C -1.39991 -4.05318 0.01068
H -3.35988 -0.55886 -0.45289
H -3.69786 0.34532 -2.71515
H -2.06846 -0.27850 -3.07762
H -2.08929 2.18413 -2.59641
H -1.05600 1.27965 -1.47974
H -4.63764 2.33030 -1.65718
H -5.51973 3.79766 0.08628
H -5.67122 2.17049 0.73426
H -4.69717 3.49521 2.49949
H -3.54122 4.24733 1.39494
H -2.48324 2.43968 2.79550
H -3.58462 1.27580 2.05540
H -1.46772 1.21412 0.81353
H -1.44653 2.95410 0.66118
H -3.35908 -3.15550 0.00273
H -2.72502 -1.18536 1.40991
H -2.25469 -2.70060 2.17164
H -0.42196 -0.92467 0.50456
H -0.42022 -0.99170 2.26414
H 0.22694 -3.35869 2.22015
H 2.01870 -1.70054 2.20685
H 2.49912 -3.11138 1.23223
H 1.74912 -1.65836 -0.68301
H 2.89473 1.17374 -2.09378
H 5.16700 1.92691 -2.80188
H 6.97785 2.04975 -1.13512
H 6.55011 1.43362 1.21199
H 4.26612 0.68355 1.88805
H 0.31751 -3.11442 -0.82260
H 0.69350 -4.54330 0.14304
H -1.55957 -4.61061 -0.91338
H -1.65883 -4.70022 0.85252
```